1.
6 unconnected molecules or ions with the total composition C9H26O7. Source: the OMol25 dataset; level of theory: ωB97M-V/def2-TZVPD.

Element x y z (Å)
H: 6.05950 -2.05960 19.55161
O: 6.96511 0.31376 18.88194
C: 5.88550 -1.22837 20.23489
C: 1.18360 4.48262 22.45904
O: 1.67467 -0.81769 23.46053
H: 5.03272 -0.52973 18.39237
H: 5.63666 -0.09230 25.50700
H: 5.40027 -2.94793 26.07025
H: 0.92970 3.84053 24.20668
H: 3.39062 -0.37648 23.09628
C: 8.33545 2.41445 22.93124
H: 0.16097 0.51259 24.02326
H: 1.65198 3.75321 21.79820
H: 8.31915 3.31417 23.54634
H: 5.02267 1.74937 22.22967
H: 8.41098 1.58972 23.63991
H: 0.48571 5.06727 21.85969
H: 6.89504 -1.10923 26.13929
H: 5.00916 0.62786 19.69228
C: 7.83396 -0.06274 19.88746
H: 6.03593 -1.51101 24.56514
C: 1.11034 0.14230 24.41013
H: 9.54752 1.48177 21.71015
O: 4.24099 -0.04556 22.79805
H: 3.32186 1.75994 22.99149
H: 1.85058 0.91321 24.62425
H: 2.20194 -1.43779 23.96950
O: 9.47127 2.36768 22.07202
H: 7.71771 -1.71299 21.31090
H: 5.00930 -1.25323 20.88278
O: 5.27504 -2.05199 26.39150
C: 5.62935 -0.12880 19.21175
C: 4.05826 1.25921 22.36294
C: 5.95747 -1.13117 25.58380
H: 6.82858 -0.29008 21.81850
O: 9.02464 0.23876 19.89349
C: 7.09410 -0.89456 20.95120
H: 1.98516 5.09867 22.86658
O: 0.36241 3.83608 23.43222
H: 7.42139 2.07678 22.44281
H: 0.85434 -0.28712 25.37872
H: 3.52960 1.42147 21.42363

HOMO (Ha): -0.3618
SMILES string: O=C1CCCO1.CO.CO.CO.CO.CO
Kohn-Sham gap (hartree): 0.373



2.
A molecular structure, C9H27Ag2O11. Source: the OMol25 dataset; level of theory: ωB97M-V/def2-TZVPD.

Element x y z (Å)
O: -2.81875 -1.26336 -2.92751
O: -5.36168 -0.73123 3.51483
O: -0.84721 2.50059 1.00197
C: -4.70882 -3.05745 3.19583
O: 2.34049 4.41956 2.13022
H: -6.74705 -2.24649 2.99253
O: 5.65269 0.42569 -2.37869
C: -2.86019 -2.45701 -2.23062
H: 4.20906 -0.20071 -1.17823
O: -0.55395 1.12390 -0.60517
H: -3.87579 -2.82449 -2.37764
H: -4.73964 -3.02889 4.28502
H: 6.30926 0.19620 -1.71698
C: 1.50223 -3.84003 0.15994
O: 2.03041 4.82366 -0.79228
O: 3.93335 0.09435 -4.54515
H: 0.51325 -4.15518 0.49265
O: -5.20695 -4.42067 2.86284
H: -2.19674 -3.15007 -2.74793
O: 1.90667 -2.87580 0.97986
H: 3.30242 6.05066 0.26968
H: -1.97597 -0.83964 -2.74921
H: 2.53124 -0.31624 -3.34705
H: 3.17000 3.03828 0.86464
H: -6.22167 -0.40546 3.79029
H: -5.36126 -4.56346 1.92614
C: 3.27624 5.05667 -0.17686
H: 4.02996 4.85767 -0.93870
H: 4.59826 -1.27499 -2.51445
Ag: -3.39470 2.68787 4.01864
C: -1.05540 1.40170 0.47719
O: -1.97885 0.67268 0.98049
C: -5.69913 -1.99806 2.82451
H: 3.04101 1.34770 -3.21926
H: 4.31556 4.04658 1.53961
H: 1.91891 3.87582 -0.89602
H: -1.97833 0.14182 0.18062
C: 3.41070 0.32402 -3.27844
C: 3.32194 4.09301 1.09390
H: 4.85697 0.33011 -4.43135
H: 1.13121 -2.37908 1.25103
H: -3.71055 -2.87800 2.79668
H: -5.44319 -1.77283 1.78921
H: -2.74545 -2.26186 -1.16439
Ag: -1.47957 5.67816 -0.17577
C: 4.46151 -0.22948 -2.23821
H: 2.17733 -4.68012 0.32303
H: 1.48369 4.18094 1.76891
H: 1.53626 -3.51695 -0.88052

HOMO (Ha): -0.4017
Kohn-Sham gap (hartree): 0.157
Charge: +1



3.
4 unconnected molecules or ions with the total composition C9H27N7O5. Source: the OMol25 dataset; level of theory: ωB97M-V/def2-TZVPD.

Element x y z (Å)
H: -5.66172 2.65149 10.21746
C: 4.40301 -1.47055 -2.95439
N: -5.23596 2.14705 1.17369
N: -4.11872 2.19575 8.56032
H: -7.91010 1.08196 -5.76604
H: -5.53026 2.65237 1.99718
C: -5.33273 2.67076 8.28174
N: -3.18021 2.22742 1.98647
H: -3.50860 2.30543 2.93840
H: 6.39690 -2.17521 -2.94073
H: 5.21576 -3.47852 -3.02296
O: 4.66318 -0.21815 -2.33897
H: -6.74117 2.32794 -8.66414
N: -6.09917 2.80298 9.31980
O: 6.94251 -2.65520 1.85053
N: -7.75721 1.72760 -6.52754
H: -3.56124 1.89123 7.77508
H: -5.81140 2.01437 0.35433
H: 3.71786 1.26558 -1.21628
N: -7.68469 1.97050 -8.71007
C: 8.29060 -2.38857 1.54402
H: -6.92635 2.30090 -6.56062
H: 7.50171 -3.43300 -0.83080
H: 8.96047 -3.22694 1.73505
H: 5.24851 -3.72871 1.31165
H: 6.84562 -4.66261 1.25768
C: 6.30959 -3.73386 1.06229
H: 3.42085 -1.69171 -2.53657
H: 5.45241 -1.81672 -0.58181
C: 3.49082 0.44006 -1.89086
O: -5.65011 2.84455 7.06166
N: 5.42912 -2.69071 -1.08747
C: 6.47056 -3.57949 -0.50930
C: -4.01453 1.89485 0.95637
H: 4.41632 -1.42735 -4.04345
H: 8.48571 -1.52977 2.18627
H: 8.38640 -1.97039 0.54199
C: 5.43081 -2.51282 -2.56551
H: -8.08730 1.76627 -9.61355
O: -3.61683 1.44242 -0.08347
H: 2.77487 -0.08153 -1.25569
H: 2.88822 0.92444 -2.65920
H: 6.19795 -4.54053 -0.94542
C: -8.35014 1.48113 -7.66270
H: -2.19244 2.21752 1.77591
H: -3.88261 2.12648 9.53989
O: -9.37805 0.86159 -7.74303
H: -7.10823 2.77973 9.28279

HOMO (Ha): -0.3197
SMILES string: COCCNCCOC.NC(N)=O.NC(N)=O.NC(N)=O
Kohn-Sham gap (hartree): 0.336



4.
A molecular structure, C9H28BNO3P2Tc. Source: the OMol25 dataset; level of theory: ωB97M-V/def2-TZVPD.

Element x y z (Å)
O: 1.06316 0.00191 1.81425
H: 0.69160 0.04980 -3.35313
H: -2.15512 0.74138 -2.79201
H: 0.06932 0.33922 4.95519
C: -1.27151 -3.45459 0.07135
P: 0.20700 -2.39704 -0.04541
H: 0.64088 2.75999 -2.27353
C: 1.14059 0.10628 3.17263
H: 2.00481 2.61783 1.58877
H: 1.12534 0.00892 -1.05244
C: -1.68684 -0.12126 0.99066
B: -0.38917 0.01053 -3.91146
H: -1.78398 -3.23001 1.01422
H: -1.08695 3.04614 -1.90380
C: -0.15792 0.22122 3.89476
H: -0.79122 -0.66298 3.73317
H: -0.76628 3.01390 2.18812
H: 0.42572 -2.83445 -2.41653
H: 2.22649 -2.65725 1.25244
O: -2.65132 -0.17738 1.65492
H: -0.67951 4.40661 1.06094
H: 1.16839 -4.15542 -1.42409
H: -2.09329 -0.89435 -2.82271
C: -0.05974 3.19467 -1.55139
P: 0.15173 2.34637 0.04530
C: 1.79305 2.96439 0.56912
H: 0.13367 4.26992 -1.42336
Tc: 0.06623 -0.04169 0.21849
N: -1.50396 -0.05196 -2.75027
H: -0.61306 1.00913 -4.59733
C: 1.23724 -3.12925 1.28008
H: -0.53117 -0.98632 -4.62202
H: -1.93787 -3.22004 -0.76664
H: 2.53896 2.53571 -0.10906
H: -0.99366 -4.51942 0.04151
O: 2.24707 0.10120 3.72099
H: -1.96058 3.15839 0.86418
H: -0.75682 1.07257 3.53787
H: 1.32953 -4.21671 1.14467
H: 0.78108 -2.91943 2.25535
C: 1.02458 -3.06985 -1.52837
C: -0.91671 3.33476 1.14927
H: 1.99898 -2.57742 -1.61160
H: -1.10476 -0.05698 -1.78696
H: 1.82604 4.06299 0.52385

Multiplicity: 5
HOMO (spin up / spin down) (Ha): -0.7289 / -0.7314
Kohn-Sham gap (spin up / spin down) (hartree): 0.236 / 0.150
Charge: +3



5.
5 unconnected molecules or ions with the total composition C9H28O8. Source: the OMol25 dataset; level of theory: ωB97M-V/def2-TZVPD.

Element x y z (Å)
H: -2.56317 -4.76515 -4.19363
H: -3.44830 2.84575 2.05544
H: -2.85420 3.12594 -1.23976
C: -2.53022 -3.93345 -2.26091
C: 2.54401 0.31283 -4.93467
C: 3.11504 1.66172 -4.98405
H: 3.73540 0.97429 4.66841
H: 3.93023 -0.59533 6.30798
C: 3.68036 0.45793 6.43575
H: -4.32400 4.35052 -0.45319
H: -2.05965 -5.92137 -2.93248
H: 4.98470 1.99765 -5.18513
H: -4.29845 -3.27068 -1.34168
O: -1.84608 -4.12558 -1.03027
H: 0.89219 0.55628 0.11056
H: 5.44049 0.84454 7.62729
O: 4.32776 1.13052 5.40753
O: 1.26008 -0.14415 0.64934
H: 2.59868 0.58107 6.48961
H: 3.32153 -0.40366 -4.66969
C: -4.12577 3.20848 1.28242
C: -1.97371 -4.89383 -3.28585
C: -3.51883 4.10937 0.24081
H: 0.97043 0.28683 -6.08233
O: 1.84222 -0.11237 -6.12948
O: 3.89577 0.02760 8.78128
H: 3.38485 2.03231 -3.99513
H: -4.45763 2.28053 0.81673
C: -4.00240 -4.04884 -2.04519
H: 4.16911 1.92325 8.02257
H: -0.96183 -4.64337 -3.60439
H: -3.25704 5.00897 0.79785
O: 4.26183 1.82844 -5.79374
O: -2.47362 3.38198 -0.39642
H: -4.59523 -3.80900 -2.92787
C: 4.36420 0.87486 7.79692
H: 2.31226 2.37591 -5.16731
H: -5.02287 4.40192 2.58901
H: 1.80422 0.33769 -4.13454
H: -4.31710 -5.02025 -1.66385
H: -2.41131 -2.91502 -2.63072
H: 4.59844 -0.12942 9.41625
O: -5.29853 3.77584 1.91549
H: -1.83306 -5.04574 -0.75690
H: 0.73904 -0.91601 0.42805

HOMO (Ha): -0.3707
SMILES string: CC(C)O.OCCO.OCCO.OCCO.O
Kohn-Sham gap (hartree): 0.372



6.
7 unconnected molecules or ions with the total composition C9H32N10O7. Source: the OMol25 dataset; level of theory: ωB97M-V/def2-TZVPD.

Element x y z (Å)
H: -0.35431 -1.15866 -4.33326
H: -0.85815 -4.67097 2.80483
C: -0.42956 -2.54362 3.80951
H: -4.69225 1.38312 -1.57723
N: 3.14647 -0.21432 -2.79276
H: -2.75544 -2.05373 -0.75641
O: 1.38912 -0.95459 -3.95617
H: -2.21305 -3.01319 2.61285
C: -0.47918 2.46658 3.72240
O: -0.73390 -4.05764 2.07682
C: -3.75478 -0.66898 -1.52192
H: -2.90946 1.18422 -1.75658
H: 3.94797 0.51916 -4.84169
H: -0.28628 2.03341 5.63627
C: -1.34029 -1.92425 -5.93927
O: 3.38998 4.53301 3.50582
H: -1.92661 2.33316 5.03109
C: 0.88152 0.21125 -0.35503
H: 4.88302 3.12341 4.92935
C: 2.41510 -0.33669 -3.87789
N: -1.74833 2.45356 4.04426
N: 2.60737 2.55424 2.92425
O: -2.47380 -2.18575 -6.41719
C: -3.81513 0.80776 -1.28106
H: 4.11413 1.62355 4.51586
N: -0.15728 -2.01016 -6.52667
H: 0.62952 -2.36798 3.62082
N: 0.04321 0.41095 0.65389
H: 0.38446 0.59647 1.58622
H: -0.05451 -2.12621 -7.52470
H: 2.80583 -0.26445 -5.84341
H: 2.62219 -0.26206 -1.93082
O: -0.12613 2.66208 2.56921
O: 2.06808 0.43893 -0.38417
H: 1.78128 3.04643 2.61532
N: 0.17676 2.20484 4.75519
H: -3.99834 0.90047 -0.21057
H: 3.99968 0.30431 -2.94500
N: 3.07940 0.00828 -4.91021
N: -1.23392 -1.39366 -4.77050
C: 3.40107 3.34394 3.58158
H: -4.60046 -1.15740 -1.03780
H: -1.04304 -1.85155 1.93903
H: -2.09619 -1.43514 -4.24622
H: 1.17943 2.18743 4.63498
H: -0.51103 -3.42383 4.44724
H: -0.80090 0.12223 -1.35970
H: -0.79794 -1.69308 4.38308
H: 0.62953 -0.29009 -2.24855
H: -0.93401 0.35007 0.40603
N: 4.19558 2.62177 4.38542
H: -2.36866 2.84463 3.34976
C: -1.15420 -2.78646 2.48829
N: 0.19533 -0.04362 -1.37058
H: 0.66010 -1.91125 -5.94169
O: -2.59844 -1.11564 -0.88657
H: 2.72130 1.55745 3.04046
H: -4.10189 -0.91178 -2.52625

HOMO (Ha): -0.3275
SMILES string: NC(N)=O.NC(N)=O.NC(N)=O.NC(N)=O.NC(N)=O.CCO.CCO
Kohn-Sham gap (hartree): 0.333



7.
7 unconnected molecules or ions with the total composition C9H32N4O7. Source: the OMol25 dataset; level of theory: ωB97M-V/def2-TZVPD.

Element x y z (Å)
O: 3.46273 -0.50226 -1.75968
H: -1.78431 -3.57997 -2.30038
O: -2.23907 1.63653 1.29419
C: -1.36144 -3.50600 -1.30583
N: -0.05348 0.07827 1.57854
H: 1.37963 -2.41193 2.38036
H: 1.90549 1.64274 0.22693
H: -1.48923 -0.48409 -0.56842
O: 0.03547 -3.21934 -1.20454
N: 2.14278 1.72959 1.23255
H: -0.66779 4.77783 -0.56327
C: -1.48534 0.19070 -1.46649
C: -3.96954 0.17561 0.90292
C: -3.17518 0.82622 1.98609
O: 3.44831 1.13189 3.08833
N: 3.17444 -0.16413 1.16365
H: -1.69157 -4.28431 -0.51624
C: 2.94578 0.93954 1.81312
C: -0.49811 3.82717 -1.02821
H: 3.02714 -0.39965 0.16532
H: 0.80230 0.69455 1.58508
O: -1.12560 -2.09535 1.59113
H: -0.97394 0.59480 1.39905
N: 1.20790 -1.59318 1.91970
C: 2.79227 -1.76310 -1.60342
C: 0.01596 -1.20077 1.66978
H: -0.93963 3.73215 -1.98424
H: 1.78989 2.53132 1.74929
C: 0.02761 0.28562 -1.99009
H: -2.12968 -0.19420 -2.22531
O: 0.83823 3.47174 -1.07940
H: 0.31226 -3.28010 -0.27416
H: 3.81593 -0.44413 -2.66694
H: 0.24238 0.88808 -2.87383
H: 0.27074 -0.73422 -2.33689
H: -2.57838 2.42905 1.03137
H: 2.08683 -0.98740 1.72604
H: -3.47335 -0.53074 0.27101
H: 0.57840 0.09173 -0.23020
H: -4.78682 -0.37222 1.21485
H: 3.87741 -0.90007 1.60284
H: 0.89205 2.49299 -1.04765
H: -1.81903 1.17150 -1.13868
H: 3.55327 -2.47766 -1.26871
H: 2.44997 -2.04935 -2.55423
H: -2.62776 0.20970 2.69833
H: -1.01145 3.06519 -0.41925
H: -4.29649 1.00606 0.20503
H: -1.93095 -2.67731 -0.99602
H: 2.02254 -1.89520 -0.81773
H: -3.79606 1.44612 2.62540
O: 0.80649 0.68001 -0.90111

HOMO (Ha): -0.3274
SMILES string: NC(N)=O.NC(N)=O.CCO.CCO.CO.CO.CO
Kohn-Sham gap (hartree): 0.341



8.
6 unconnected molecules or ions with the total composition C9H32NO5. Source: the OMol25 dataset; level of theory: ωB97M-V/def2-TZVPD.

Element x y z (Å)
C: 0.21996 1.54928 -5.19026
H: 0.34159 -1.09281 1.66953
C: -0.92737 -0.54067 -4.47515
H: -0.31111 0.44958 -0.05824
H: 1.87928 -2.48350 2.46713
H: 2.48406 1.13376 4.37664
C: -1.45404 -1.73118 1.07312
H: -1.11591 1.63125 -0.78513
H: 1.11902 -0.38083 -5.04968
H: -1.28122 -0.51665 -5.51392
H: 1.78922 0.55436 -3.10217
H: 1.38680 -1.54291 5.41254
H: -0.00814 1.35347 -6.22777
H: 1.17187 2.02107 -5.17800
H: -0.90454 -1.59094 -4.10264
H: -2.61231 -1.20177 2.87727
H: 1.46235 3.45389 1.30166
H: -3.27167 2.15905 -1.91649
H: 2.37450 3.10515 0.13293
C: -2.00220 -2.00735 2.44743
O: -0.40192 -0.76330 1.10878
C: 2.32621 -0.85864 3.63374
N: -0.17607 1.31254 -0.63232
H: -1.01136 -2.61271 0.64703
H: -0.46332 2.26627 -4.71336
H: 0.40758 1.95412 -0.09208
H: -1.20255 -2.38552 3.17028
C: 1.70824 0.55189 3.85205
H: 2.80069 -2.55709 4.75447
C: -2.50870 -1.16088 0.10003
H: -3.30640 -1.88946 0.03933
H: -1.66400 0.02207 -3.80328
H: 3.05287 -1.07858 5.59364
O: 1.56287 -1.58521 2.58091
O: 0.81787 0.37859 -3.07020
H: -2.22863 2.26212 -3.07546
H: -2.10770 -0.90308 -0.87094
H: 3.36523 -0.81761 3.23816
O: -2.33554 2.20697 -2.12425
C: 0.38739 0.22168 -4.44480
O: 1.44295 3.20384 0.35610
H: -2.72619 -2.79529 2.40263
C: 2.33240 -1.55049 4.93107
H: -2.96680 -0.24512 0.52965
H: 0.09500 1.04882 -1.55987
H: 1.63694 1.01995 2.86406
H: 0.82277 0.43191 4.42582

HOMO (Ha): -0.4785
Kohn-Sham gap (hartree): 0.389
Charge: +1



Calculated energy (a.u.), listed in the same order as above: -885.05717 -1480.11133 -1118.59876 -1427.24443 -961.50773 -1436.38892 -1107.63021 -792.84372
Calculated max |F| (eV Å⁻¹), listed in the same order as above: 2.98 5.21 6.36 8.78 2.84 7.78 10.27 3.01
Calculated M (g/mol), listed in the same order as above: 246.30 527.04 313.36 369.09 264.31 392.42 308.38 234.36